A structure of composition C33H55IrN6O3PS in a non-equilibrium geometry, computed with ωB97M-V/def2-TZVPD.

Results
Energy in eV: -73144.6614
HOMO energy (alpha / beta) in eV: -13.51 / -13.42
Max |F| in eV/Å: 1.89
Frontier orbital gap (alpha / beta) in eV: 7.38 / 6.55
<S²>: 0.764
Energy above the lowest of the compared OMol25 structures with the same formula, charge and spin in kJ/mol: 108.6

Structure (ORCA input):
```
! wB97M-V def2-TZVPD RIJCOSX def2/J DEFGRID3
* xyz 2 2
Ir -0.04 -0.06 0.06
C -0.11 4.21 -0.10
C -0.36 2.76 0.15
N 0.18 1.83 -0.57
O 1.08 2.25 -1.52
C -1.21 2.26 1.19
C -2.14 3.09 2.01
N -1.16 0.94 1.33
O -1.91 0.30 2.08
H 0.90 4.46 0.21
H -0.81 4.82 0.47
H -0.19 4.43 -1.16
H 1.14 1.52 -2.16
H -2.84 3.64 1.37
H -1.59 3.82 2.61
H -2.71 2.45 2.68
C -2.60 -3.70 -1.70
C -2.43 -2.61 -2.77
C -3.42 -2.88 -3.91
C -0.99 -2.72 -3.28
P -2.71 -0.93 -1.98
N -1.34 -0.54 -1.17
C -2.92 0.42 -3.29
C -4.30 0.42 -3.95
C -1.84 0.22 -4.36
C -2.66 1.79 -2.65
C -4.13 -0.95 -0.75
C -4.44 0.50 -0.34
C -5.40 -1.58 -1.36
C -3.73 -1.72 0.52
H -2.25 -4.64 -2.13
H -3.64 -3.86 -1.41
H -2.01 -3.51 -0.81
H -3.30 -3.93 -4.21
H -3.22 -2.28 -4.80
H -4.46 -2.74 -3.62
H -0.81 -3.76 -3.57
H -0.27 -2.47 -2.50
H -0.79 -2.10 -4.15
H -4.57 -0.53 -4.39
H -4.28 1.16 -4.76
H -5.09 0.73 -3.26
H -2.02 -0.64 -5.00
H -0.84 0.15 -3.93
H -1.85 1.10 -5.01
H -3.48 2.16 -2.05
H -2.50 2.51 -3.46
H -1.76 1.79 -2.03
H -4.90 1.06 -1.14
H -3.55 1.02 0.01
H -5.15 0.46 0.49
H -5.71 -1.09 -2.28
H -6.21 -1.45 -0.64
H -5.29 -2.64 -1.54
H -2.74 -1.44 0.88
H -3.78 -2.80 0.38
H -4.44 -1.46 1.30
C 1.96 -5.61 3.00
C 2.02 -4.59 4.13
C 0.68 -3.92 4.41
N 0.06 -3.36 3.19
C 0.51 -2.39 2.43
S -0.09 -2.31 0.80
N 1.50 -1.55 2.83
C 1.81 -0.84 4.03
O 2.90 -0.33 4.07
C 0.78 -0.71 5.08
C -0.58 -0.64 4.80
C -1.48 -0.45 5.83
C -1.03 -0.35 7.14
C 0.33 -0.41 7.42
C 1.24 -0.58 6.40
H 2.93 -6.11 2.89
H 1.72 -5.15 2.04
H 1.22 -6.38 3.20
H 2.77 -3.83 3.92
H 2.32 -5.07 5.06
H 0.77 -3.13 5.15
H -0.05 -4.64 4.79
H -0.71 -3.88 2.79
H 2.17 -1.33 2.10
H -0.94 -0.68 3.78
H -2.53 -0.36 5.61
H -1.73 -0.20 7.95
H 0.68 -0.33 8.44
H 2.31 -0.61 6.59
C 6.45 0.12 0.11
C 4.96 0.11 0.12
C 4.23 -0.61 -0.83
C 2.85 -0.62 -0.78
N 2.16 0.06 0.14
C 2.85 0.77 1.05
C 4.23 0.81 1.08
H 6.85 -0.14 -0.86
H 6.83 -0.60 0.84
H 6.84 1.10 0.41
H 4.74 -1.17 -1.60
H 2.27 -1.19 -1.50
H 2.27 1.33 1.78
H 4.73 1.39 1.84
*
```